No. 1
Computed, not measured: a structure of composition C6H9NO at a distorted geometry, with ωB97M-V with the def2-TZVPD basis set.

The geometry in ORCA input format:
```
! wB97M-V def2-TZVPD RIJCOSX def2/J DEFGRID3
* xyz 0 1
C -0.89051 0.68528 -1.86271
C -0.28151 0.32377 -0.46065
C 0.23747 -1.10231 -0.46347
C 1.38583 -0.33280 0.24319
C 0.44743 -0.37580 1.55645
C -0.62742 0.29865 0.96088
H 0.27835 0.72512 -2.45184
H -1.39294 1.87836 -1.87775
H -1.65309 -0.13544 -2.20934
H -0.46999 -1.69726 0.48384
H 0.20288 -1.40302 -1.63611
H 2.40548 -0.72623 0.06305
H 0.76401 -1.01716 2.27324
H -0.10185 1.15568 2.93695
H -1.74476 -0.08417 1.06413
N 0.32272 1.02996 1.99201
O 1.11791 0.77737 -0.61188
*
```

Results
* HOMO energy: -9.15 eV
* LUMO level: 0.032 hartree
* energy relative to the best compared isomer or geometry (same formula, charge and spin): 8.224 eV
* frontier orbital gap: 0.368 Ha
* energy: -9897.380 eV

***

No. 2
Computed, not measured: a cluster of 2 separate species, C9H14O in total at a distorted geometry, with ωB97M-V with the def2-TZVPD basis set.

The geometry in ORCA input format:
```
! wB97M-V def2-TZVPD RIJCOSX def2/J DEFGRID3
* xyz 0 1
C 3.70712 1.82463 -0.83766
C 2.84753 0.98625 -0.67763
C 1.97291 -0.16224 -0.39696
C 2.83641 -1.28957 0.17423
C 0.81928 0.20999 0.53978
C -0.23995 -0.87591 0.74012
H 4.43047 2.60691 -0.94473
H 1.54325 -0.51210 -1.37734
H 2.23597 -2.18635 0.34474
H 3.22943 -0.97767 1.14444
H 3.66501 -1.56443 -0.48181
H 0.29481 1.09899 0.14978
H 1.26574 0.48211 1.51055
H 0.14624 -1.84669 1.05868
H -0.79904 -1.01233 -0.19268
H -0.96518 -0.55500 1.48309
C -3.03272 1.40255 1.30902
C -3.27275 1.00134 0.18717
C -3.57553 0.42217 -1.12158
O -3.12830 -0.92254 -1.23260
H -2.78343 1.78035 2.28555
H -4.65194 0.49532 -1.30117
H -3.04572 0.98004 -1.90337
H -3.49959 -1.38583 -0.45961
*
```

Results
* HOMO energy: -9.77 eV
* LUMO level: 0.030 hartree
* energy relative to the best compared isomer or geometry (same formula, charge and spin): 4.274 eV
* frontier orbital gap: 0.389 Ha
* SMILES string: C#C[C@@H](C)CC.C#CCO
* energy: -11603.363 eV

***

No. 3
Computed, not measured: a structure of composition C37H47BClGeN6PRu, with ωB97M-V with the def2-TZVPD basis set.

The geometry in ORCA input format:
```
! wB97M-V def2-TZVPD RIJCOSX def2/J DEFGRID3
* xyz 2 1
Ru 0.41359 0.04960 -0.29067
C 3.51142 -1.05315 -2.49095
C 3.56950 -0.06970 -1.35715
C 4.77373 0.52806 -0.98298
C 4.48501 1.33524 0.09543
C 5.38024 2.22751 0.88493
N 3.17255 1.20517 0.34445
N 2.59426 0.34653 -0.52665
B 2.25496 2.07614 1.18008
N 1.42064 1.21490 2.14990
N 0.38579 0.42409 1.70436
C -0.38117 0.15190 2.80119
C -1.64600 -0.61862 2.86452
C 0.20038 0.72499 3.91278
C 1.32805 1.39157 3.47154
C 2.28392 2.20925 4.26685
N 1.28234 2.80858 0.23903
N 0.32336 2.17897 -0.51413
C -0.33673 3.13993 -1.18565
C -1.50863 2.98153 -2.09363
C 0.21142 4.37729 -0.86845
C 1.22702 4.13371 0.03386
C 2.11711 5.12363 0.70358
H 4.28613 -0.78247 -3.20643
H 2.57081 -1.08967 -3.03244
H 3.74688 -2.06305 -2.14504
H 5.73162 0.38360 -1.45253
H 6.41611 2.04412 0.60997
H 5.27335 2.05400 1.95504
H 5.16052 3.27753 0.69006
H 2.87202 2.85936 1.82158
H -2.00277 -0.93145 1.90275
H -2.41906 0.01664 3.30009
H -1.53058 -1.49181 3.50425
H -0.16257 0.67006 4.92503
H 2.08202 2.07797 5.32696
H 2.18095 3.26748 4.02646
H 3.31479 1.91989 4.06744
H -2.17418 2.17621 -1.80454
H -1.19668 2.82942 -3.12774
H -2.08209 3.90609 -2.05819
H -0.11656 5.33294 -1.23924
H 1.83405 6.12565 0.39020
H 3.16165 4.96523 0.43588
H 2.03540 5.06741 1.78824
Cl 0.46863 0.29224 -2.74872
C -1.16895 0.14680 -3.37093
C -1.35159 0.39295 -4.71754
C -2.64902 0.39188 -5.20713
C -3.71713 0.15900 -4.34975
C -3.49140 -0.09844 -3.00753
C -2.19530 -0.11606 -2.49106
P -1.87900 -0.57293 -0.74883
C -3.26618 0.17943 0.13155
C -3.09587 1.45408 0.66967
C -4.14637 2.06442 1.33604
C -5.35796 1.40070 1.48057
C -5.52292 0.12462 0.95875
C -4.47800 -0.49049 0.28424
C -2.21570 -2.37168 -0.85525
C -2.35637 -3.14470 0.29982
C -2.56221 -4.51257 0.22324
C -2.61819 -5.14196 -1.01348
C -2.47429 -4.38897 -2.16620
C -2.27650 -3.01635 -2.09210
H -0.50928 0.59961 -5.36392
H -2.82309 0.58468 -6.25671
H -4.72887 0.17334 -4.73062
H -4.32991 -0.28726 -2.34938
H -2.13982 1.95916 0.58751
H -4.01828 3.05496 1.75169
H -6.17394 1.87690 2.00716
H -6.46455 -0.39375 1.07810
H -4.60413 -1.49087 -0.11331
H -2.33084 -2.68913 1.27225
H -2.68737 -5.08619 1.13233
H -2.78038 -6.20949 -1.07560
H -2.51933 -4.86476 -3.13652
H -2.16401 -2.46703 -3.01686
C 3.31335 -1.85889 1.53539
Ge 1.67775 -2.72485 0.95832
C 1.95464 -4.38626 -0.03637
C 0.58674 -3.08475 2.52227
C 0.89591 -1.79412 -0.77368
H 3.78780 -2.52736 2.25652
H 3.09793 -0.91549 2.03422
H 4.01116 -1.67883 0.72037
H 2.44661 -5.09285 0.63453
H 2.59024 -4.23723 -0.90726
H 1.00311 -4.81423 -0.34963
H 1.15373 -3.83589 3.07961
H -0.38061 -3.51507 2.28603
H 0.48645 -2.21822 3.16621
H 0.12687 -2.40354 -1.24943
H 1.83186 -1.92678 -1.29861
*
```

Results
* HOMO energy (spin up / spin down): -14.06 / -14.06 eV
* LUMO level (spin up / spin down): -0.279 / -0.279 hartree
* energy relative to the best compared isomer or geometry (same formula, charge and spin): 0.086 eV
* frontier orbital gap (spin up / spin down): 0.237 / 0.237 Ha
* energy: -129647.567 eV

***

No. 4
Computed, not measured: a structure of composition C43H42AsN4O3ReSi, with ωB97M-V with the def2-TZVPD basis set.

The geometry in ORCA input format:
```
! wB97M-V def2-TZVPD RIJCOSX def2/J DEFGRID3
* xyz 1 2
Re -0.11256 -0.47287 0.22412
O -1.33313 1.07183 0.77443
C -2.20075 0.92833 1.77102
C -2.76659 2.10098 2.29744
C -3.73334 2.07572 3.27766
C -4.18924 0.86080 3.79186
C -3.63104 -0.29978 3.31470
C -2.62433 -0.31298 2.32643
C -2.15245 -1.63811 1.98047
N -1.13895 -1.92881 1.23326
N -0.86360 -3.26580 1.00964
C 0.00012 -3.34257 0.04793
O 0.46029 -2.26646 -0.55340
C 0.53194 -4.64636 -0.38626
C -0.11311 -5.82669 -0.02380
C 0.41177 -7.04636 -0.41464
C 1.58320 -7.09355 -1.16022
C 2.23002 -5.91854 -1.51559
C 1.70502 -4.69421 -1.13305
H -2.40230 3.04257 1.91052
H -4.14071 3.00841 3.64734
H -4.95576 0.83132 4.55283
H -3.96229 -1.25222 3.71134
H -2.69330 -2.48394 2.39628
H -1.02148 -5.77607 0.56075
H -0.09175 -7.96319 -0.13833
H 1.99144 -8.04875 -1.46356
H 3.14656 -5.95523 -2.08926
H 2.20721 -3.77314 -1.39640
C 2.75616 0.02924 4.70572
N 1.57553 0.70332 4.15679
C 1.29399 2.07605 4.57702
C 1.05902 0.26618 3.03863
N 0.59035 -0.13639 2.06445
H 2.68135 0.03239 5.79167
H 3.67143 0.53616 4.39423
H 2.78517 -0.99691 4.34949
H 1.18343 2.09637 5.65993
H 0.36443 2.40877 4.12073
H 2.10487 2.74302 4.27827
C 2.78701 1.53874 0.19174
Si 2.30550 -0.24512 -0.22685
C 2.73868 -0.57668 -2.01747
C 3.31673 -1.41896 0.85201
C 4.71102 -1.34446 0.75759
C 5.53563 -2.18718 1.48969
C 4.98007 -3.13785 2.33499
C 3.60038 -3.23543 2.44242
C 2.78373 -2.38198 1.71099
H 3.69622 1.57330 0.79617
H 1.99712 2.06357 0.73643
H 2.97523 2.10220 -0.72487
H 2.27065 0.16277 -2.66921
H 2.39611 -1.56871 -2.31619
H 3.81996 -0.53290 -2.17015
H 5.17119 -0.61504 0.09791
H 6.61108 -2.10782 1.39477
H 5.61928 -3.80480 2.89887
H 3.15618 -3.98698 3.08390
H 1.70973 -2.49412 1.81008
O -0.06247 0.66866 -1.44404
As -1.24161 1.81154 -1.93536
C -2.99969 1.16678 -1.55195
C -3.15712 -0.21633 -1.58897
C -4.38724 -0.77420 -1.28110
C -5.45982 0.04611 -0.95540
C -5.30837 1.42395 -0.95777
C -4.07681 1.99157 -1.25791
C -0.78147 3.55981 -1.33469
C -1.53571 4.30129 -0.43433
C -1.09487 5.55820 -0.04831
C 0.09786 6.06127 -0.54921
C 0.85433 5.31396 -1.44139
C 0.41317 4.06306 -1.84332
C -0.99820 1.79487 -3.82814
C -1.48307 2.84974 -4.59420
C -1.35710 2.80446 -5.97355
C -0.74969 1.71098 -6.57716
C -0.26380 0.66347 -5.80725
C -0.38600 0.69929 -4.42548
H -2.33018 -0.86319 -1.86380
H -4.50918 -1.84912 -1.30321
H -6.41971 -0.39070 -0.71451
H -6.14961 2.06296 -0.72502
H -3.98086 3.06761 -1.27309
H -2.45010 3.90284 -0.02383
H -1.68213 6.14417 0.64621
H 0.43928 7.04150 -0.24409
H 1.78449 5.70631 -1.82965
H 0.99735 3.48456 -2.54986
H -1.94941 3.70859 -4.12440
H -1.72944 3.62139 -6.57681
H -0.65118 1.67835 -7.65407
H 0.21522 -0.18284 -6.28103
H 0.00503 -0.10594 -3.81654
*
```

Results
* HOMO energy (spin up / spin down): -9.94 / -9.79 eV
* LUMO level (spin up / spin down): -0.089 / -0.124 hartree
* energy relative to the best compared isomer or geometry (same formula, charge and spin): 0.000 eV
* frontier orbital gap (spin up / spin down): 0.277 / 0.236 Ha
* energy: -128217.265 eV

***

No. 5
Computed, not measured: a cluster of 2 separate species, C2H6OS2 in total at a distorted geometry, with ωB97M-V with the def2-TZVPD basis set.

The geometry in ORCA input format:
```
! wB97M-V def2-TZVPD RIJCOSX def2/J DEFGRID3
* xyz 0 1
C -1.31101 1.21307 -0.08363
C 0.13605 -0.84882 0.26191
O 0.75026 -2.05638 0.19723
S 2.02681 0.69130 -0.78591
S -1.22840 -0.49568 -0.70241
H -2.32119 1.49295 -0.20692
H -0.58813 1.78994 -0.48470
H -1.08002 1.05922 0.97988
H 0.36011 -0.50416 1.35411
H 0.48861 -2.53186 -0.62327
H 2.76692 0.19041 0.09370
*
```

Results
* HOMO energy (spin up / spin down): -8.01 / -8.01 eV
* LUMO level (spin up / spin down): -0.014 / -0.014 hartree
* energy relative to the best compared isomer or geometry (same formula, charge and spin): 2.065 eV
* frontier orbital gap (spin up / spin down): 0.280 / 0.280 Ha
* energy: -25886.632 eV

***

No. 6
Computed, not measured: a cluster of 2 separate species, C4H4N4O in total at a distorted geometry, with ωB97M-V with the def2-TZVPD basis set.

The geometry in ORCA input format:
```
! wB97M-V def2-TZVPD RIJCOSX def2/J DEFGRID3
* xyz 0 1
N -0.54547 -2.91634 -1.84276
C -1.62490 -2.64915 -1.55803
N -2.85362 -2.42026 -1.22507
C -3.54362 -1.53153 -0.77206
N -4.40391 -0.73114 -0.56769
H -4.75177 -0.30657 0.26720
C 1.63739 0.06917 0.25014
N 0.49786 -0.17448 1.05158
C -0.66550 -0.38579 1.07413
O -1.78190 -0.60438 1.31908
H 1.38859 0.70680 -0.60085
H 2.37674 0.57443 0.87081
H 2.04988 -0.87376 -0.11221
*
```

Results
* HOMO energy: -10.42 eV
* LUMO level: 0.020 hartree
* energy relative to the best compared isomer or geometry (same formula, charge and spin): 1.468 eV
* frontier orbital gap: 0.402 Ha
* SMILES string: N#CN=C=N.CN=C=O
* energy: -12219.042 eV

***

No. 7
Computed, not measured: a structure of composition C10H22Cl4FN2O4V at a distorted geometry, with ωB97M-V with the def2-TZVPD basis set.

The geometry in ORCA input format:
```
! wB97M-V def2-TZVPD RIJCOSX def2/J DEFGRID3
* xyz -1 2
O 0.85902 4.23426 18.47548
V 1.22728 5.57897 19.32778
O 1.35396 5.25063 20.90117
F 1.02562 6.76662 17.42149
C 1.54087 9.20346 21.88496
C 1.47358 8.55364 20.44130
O 2.13763 7.56992 20.19311
N 0.61608 9.09368 19.58871
C -0.34595 10.16765 19.89811
H 1.98832 8.46048 22.54516
H 0.60714 9.50271 22.36108
H 2.30644 9.97743 21.83040
H 0.59221 8.62065 18.69665
H -0.30433 10.63227 20.88325
H -1.34346 9.73703 19.81063
H -0.27053 10.96153 19.15504
C -0.73891 9.58628 15.96734
C -1.34103 8.58315 14.99212
O -1.95175 8.89752 13.94357
N -1.26413 7.29489 15.32089
C -1.84613 6.09866 14.61529
H 0.16583 10.11403 15.66563
H -0.54740 9.11877 16.93319
H -1.45613 10.39903 16.08189
H -0.67509 7.09698 16.11711
H -2.63069 6.44511 13.94258
H -2.36056 5.57543 15.42132
H -1.11472 5.47783 14.09787
Cl 5.65374 8.23736 16.60975
C 4.05486 8.21791 17.38658
C 3.08883 9.29777 16.82608
Cl 3.51699 10.99763 17.32707
H 4.22311 8.34669 18.45579
H 3.60022 7.26020 17.13324
H 2.09174 9.16865 17.24709
H 2.95972 9.34114 15.74462
Cl 1.54646 5.79767 12.75537
C 2.17399 5.88331 14.44190
C 1.84823 4.56839 15.17127
Cl 2.46120 3.14388 14.40780
H 1.75204 6.72002 14.99866
H 3.25710 6.00568 14.44304
H 0.78140 4.34896 15.21422
H 2.10090 4.54222 16.23125
*
```

Results
* HOMO energy (spin up / spin down): -4.66 / -5.61 eV
* LUMO level (spin up / spin down): 0.087 / 0.086 hartree
* energy relative to the best compared isomer or geometry (same formula, charge and spin): 0.000 eV
* frontier orbital gap (spin up / spin down): 0.258 / 0.292 Ha
* energy: -100395.814 eV

***

No. 8
Computed, not measured: a structure of composition C10H14BrNO2S at a distorted geometry, with ωB97M-V with the def2-TZVPD basis set.

The geometry in ORCA input format:
```
! wB97M-V def2-TZVPD RIJCOSX def2/J DEFGRID3
* xyz 0 1
C -2.55481 2.71976 3.26366
C -1.42874 3.40537 2.82898
C -2.87765 1.48727 2.75579
C -0.51511 2.69890 1.88920
C -2.05568 0.81232 1.85400
C -0.94503 1.48781 1.42023
C 2.80749 -1.52331 -1.81785
C 1.02886 -3.20867 -2.34334
C 0.60597 -0.91476 -3.02756
C 1.44214 -1.77562 -2.39576
N -0.03353 -1.17846 0.44793
O -0.64774 0.64000 -1.08673
O 1.42385 0.99131 0.22278
S 0.16396 0.38046 0.30719
Br 1.04155 -1.92295 1.68276
H -3.36208 3.26586 3.83512
H -1.22531 4.35626 3.37409
H -3.74338 1.04301 3.13135
H 0.39130 3.18791 1.71026
H -2.12125 -0.28084 1.79810
H 2.77727 -0.51216 -1.45283
H 3.12006 -2.15913 -0.98092
H 3.65005 -1.52077 -2.46734
H 0.39633 -3.46102 -3.13210
H 0.36950 -3.28604 -1.36728
H 1.91429 -3.89378 -2.19018
H -0.41899 -0.98183 -3.29164
H -0.20662 0.03744 -1.84065
H 1.00330 0.10563 -3.12727
*
```

Results
* HOMO energy: -8.86 eV
* LUMO level: 0.025 hartree
* energy relative to the best compared isomer or geometry (same formula, charge and spin): 1.209 eV
* frontier orbital gap: 0.350 Ha
* energy: -97055.182 eV